Record 1
{"formula": "C6H11CdO4", "method": "ωB97M-V/def2-TZVPD", "symbols": ["H", "C", "O", "C", "H", "H", "H", "H", "H", "O", "C", "C", "O", "C", "C", "O", "Cd", "H", "H", "H", "H", "H"], "xyz": [[0.91772, 0.35867, 1.21349], [-0.67655, 0.73584, 4.27052], [0.12084, 1.73702, 3.67433], [1.17682, 1.28082, 2.94091], [-1.47918, 1.23826, 4.82172], [-1.10888, 0.07882, 3.49849], [-0.07994, 0.12760, 4.96961], [1.82509, 0.55890, 3.45286], [1.77214, 2.11226, 2.55623], [0.93178, -1.55800, 0.03412], [0.77014, -0.25720, 0.05648], [0.48787, 0.48270, -1.03571], [0.45449, -0.20704, -2.25607], [-0.76352, -0.15311, -3.01986], [-0.73935, -1.35570, -3.96131], [-0.46269, -2.53495, -3.27693], [0.64168, -2.23284, -1.77180], [0.35435, 1.56312, -1.06699], [-0.82003, 0.80242, -3.56170], [-1.61230, -0.22748, -2.31973], [0.01357, -1.15936, -4.75229], [-1.72405, -1.39075, -4.46640]], "mol_weight_g_mol": 259.56, "s2": 0.754, "e_homo_ev": [-7.8, -8.1], "lumo_ev": [0.06, -0.06], "total_energy_ev": -19148.576, "homo_lumo_gap_ev": [7.81, 8.03], "relative_energy_kcal_mol": 6.14, "multiplicity": 2}

Record 2
{"formula": "C6H15BO3", "method": "ωB97M-V/def2-TZVPD", "symbols": ["O", "O", "O", "B", "C", "C", "C", "C", "C", "C", "H", "H", "H", "H", "H", "H", "H", "H", "H", "H", "H", "H", "H", "H", "H"], "xyz": [[-0.29807, 0.90291, -0.57932], [-0.64480, -0.63692, 1.22905], [1.63602, 0.04341, 0.55985], [0.23957, 0.07789, 0.38960], [-0.24405, 2.18224, -2.60673], [-2.49539, -0.75960, -0.25784], [1.97428, -2.16865, 1.37890], [0.52738, 1.74568, -1.35798], [-2.00247, -0.24914, 1.02048], [2.03148, -0.64513, 1.70683], [0.36333, 2.98469, -3.06610], [-1.17808, 2.65255, -2.37468], [-0.42511, 1.34962, -3.26788], [-3.53538, -0.68872, -0.50542], [-2.33356, -1.82512, -0.31146], [-1.81773, -0.36754, -1.02811], [2.49235, -2.68805, 2.18174], [2.61833, -2.43082, 0.49366], [0.92452, -2.52633, 1.18707], [1.44626, 1.15485, -1.48761], [0.79045, 2.60359, -0.73003], [-2.16259, 0.88524, 1.09768], [-2.48622, -0.76374, 1.84562], [1.47848, -0.40734, 2.59823], [3.10102, -0.42556, 1.88442]], "mol_weight_g_mol": 145.99, "e_homo_ev": -10.3, "lumo_ev": 0.82, "total_energy_ev": -13286.823, "homo_lumo_gap_ev": 11.10, "relative_energy_kcal_mol": 0.00}

Record 3
{"formula": "C2H2Br3I", "method": "ωB97M-V/def2-TZVPD", "symbols": ["C", "C", "Br", "Br", "Br", "I", "H", "H"], "xyz": [[1.10204, 0.06825, 0.23414], [-0.93277, 0.03125, -0.27590], [1.86290, -1.54339, -0.43664], [-1.25112, -0.72997, -1.95120], [-1.67386, -0.99414, 1.17936], [-1.55528, 2.10985, -0.17007], [0.95892, 0.11230, 1.42793], [1.48917, 0.94584, -0.00762]], "mol_weight_g_mol": 392.65, "e_homo_ev": -9.4, "lumo_ev": -0.60, "total_energy_ev": -220331.878, "homo_lumo_gap_ev": 8.85, "relative_energy_kcal_mol": 43.22}

Record 4
{"formula": "C25H17N4O8Zr", "method": "ωB97M-V/def2-TZVPD", "symbols": ["Zr", "O", "C", "O", "C", "C", "C", "C", "C", "N", "C", "O", "O", "H", "H", "H", "H", "O", "C", "C", "O", "O", "C", "C", "C", "C", "C", "C", "C", "C", "C", "C", "C", "C", "H", "H", "H", "H", "H", "H", "H", "H", "H", "H", "H", "N", "C", "O", "C", "C", "N", "C", "N", "H", "H"], "xyz": [[-0.54220, 0.04121, -0.42452], [-3.44571, -0.73640, 2.76021], [-2.32595, -0.56974, 2.10497], [-2.00534, -1.18497, 1.09666], [-1.38454, 0.43885, 2.66899], [-1.43834, 1.08599, 3.87924], [-0.36995, 1.93272, 4.19469], [0.68793, 2.09032, 3.31358], [0.64613, 1.39303, 2.11646], [-0.37069, 0.60649, 1.82435], [1.68472, 1.42919, 1.01946], [2.58701, 2.21364, 1.03793], [1.42003, 0.51158, 0.09267], [-3.97418, -1.40762, 2.29920], [-2.26751, 0.93419, 4.55558], [-0.36892, 2.45949, 5.13959], [1.53202, 2.73113, 3.52721], [0.57444, -1.87040, -0.59546], [0.32930, -2.23352, -2.01806], [0.72472, -0.93470, -2.79757], [1.54767, -0.89068, -3.64858], [0.02311, 0.13297, -2.32092], [-1.17009, -2.47159, -2.10698], [-1.78983, -3.27768, -1.15709], [-3.13330, -3.59359, -1.28574], [-3.85228, -3.13353, -2.37945], [-3.22867, -2.35665, -3.34994], [-1.89385, -2.02661, -3.21238], [1.13967, -3.44992, -2.38685], [1.18934, -3.83550, -3.72381], [1.89350, -4.96717, -4.09112], [2.55481, -5.72398, -3.13007], [2.50088, -5.34899, -1.79966], [1.78776, -4.21389, -1.42592], [1.52936, -1.76358, -0.46098], [-1.21940, -3.66327, -0.32154], [-3.61176, -4.22114, -0.54510], [-4.89843, -3.38978, -2.48627], [-3.78234, -2.00773, -4.21137], [-1.41958, -1.40992, -3.96737], [0.68722, -3.24998, -4.48307], [1.93253, -5.25749, -5.13265], [3.10796, -6.60677, -3.42216], [3.00614, -5.93670, -1.04485], [1.73326, -3.95798, -0.37541], [-0.27607, 3.83084, -1.96576], [-1.01830, 2.81278, -1.57536], [-0.67056, 2.15582, -0.50736], [-2.17803, 2.39890, -2.28243], [-2.67264, 1.23261, -1.71335], [-2.78323, 0.30759, -1.01122], [-2.61783, 3.00718, -3.48452], [-2.89207, 3.53710, -4.46911], [-0.49155, 4.33221, -2.81288], [0.58433, 4.02719, -1.48120]], "mol_weight_g_mol": 592.65, "e_homo_ev": -11.7, "lumo_ev": -4.43, "charge": 1, "total_energy_ev": -49821.594, "homo_lumo_gap_ev": 7.32}

Record 5
{"formula": "C23H39Cl2FO13S3", "method": "ωB97M-V/def2-TZVPD", "symbols": ["C", "C", "C", "C", "C", "C", "C", "C", "C", "C", "C", "C", "S", "O", "O", "Cl", "O", "S", "O", "O", "O", "C", "C", "C", "C", "C", "S", "O", "O", "Cl", "C", "C", "O", "C", "O", "H", "H", "H", "H", "H", "H", "H", "H", "H", "H", "H", "H", "H", "H", "H", "H", "H", "H", "H", "H", "H", "H", "H", "H", "H", "H", "H", "H", "H", "H", "H", "H", "H", "H", "H", "H", "C", "C", "O", "C", "O", "O", "F", "H", "H", "H"], "xyz": [[-4.72098, -4.37678, -1.23340], [-3.54771, -3.56057, -1.76368], [-2.28385, -4.38803, -1.93794], [-1.18783, -3.67510, -2.76579], [0.20430, -3.81356, -2.12115], [0.55252, -2.66814, -1.17080], [0.87532, -1.36791, -1.90893], [0.46769, -0.08407, -1.16996], [1.28698, 0.03159, 0.11844], [0.50448, 0.44404, 1.37841], [1.51564, 0.94103, 2.42498], [1.04063, 0.77467, 3.87104], [0.46407, 2.34025, 4.52726], [-0.05439, 3.12183, 3.44672], [-0.37596, 2.12469, 5.66466], [2.19626, 3.22556, 5.15006], [-0.93364, -0.21782, -0.79925], [-1.92555, 0.44937, -1.84768], [-2.63479, 1.45729, -1.13384], [-2.66430, -0.47779, -2.62968], [-0.78078, 0.99856, -2.81094], [0.48415, 1.17425, -2.07080], [1.51750, 1.24300, -3.20191], [2.81901, 1.99729, -2.91885], [3.71861, 1.31756, -1.87448], [5.19722, 1.36244, -2.21082], [6.10854, 0.49477, -0.92740], [7.50380, 0.51770, -1.21680], [5.46969, -0.75399, -0.64439], [5.77262, 1.69594, 0.71392], [0.34218, 2.50463, -1.30511], [-0.34100, 3.59809, -2.12095], [-0.04601, 4.87459, -1.54583], [-1.00941, 5.37139, -0.72062], [-2.18262, 5.46891, -1.00593], [-4.97920, -5.14368, -1.96002], [-4.51862, -4.82994, -0.26643], [-5.58880, -3.72678, -1.13837], [-3.36383, -2.66574, -1.17473], [-3.82575, -3.20969, -2.75960], [-1.86552, -4.63447, -0.96090], [-2.53751, -5.30729, -2.46245], [-1.19606, -4.07306, -3.77795], [-1.42377, -2.61556, -2.85181], [0.95148, -3.83248, -2.91480], [0.20160, -4.75455, -1.57781], [-0.21852, -2.56065, -0.41079], [1.46739, -2.98241, -0.66613], [0.40547, -1.35810, -2.89461], [1.94756, -1.29612, -2.08787], [1.74263, -0.92573, 0.35860], [2.10172, 0.74141, 0.01873], [-0.05380, -0.39916, 1.77247], [-0.16920, 1.26870, 1.17485], [1.80111, 1.96720, 2.21231], [2.43014, 0.35624, 2.31142], [1.89252, 0.48944, 4.48386], [0.26880, 0.02344, 3.99785], [1.02636, 1.77132, -4.01497], [1.76773, 0.26005, -3.58898], [3.36568, 2.02381, -3.86186], [2.63205, 3.02875, -2.63556], [3.59704, 1.85217, -0.93260], [3.39794, 0.30097, -1.67268], [5.46791, 0.85478, -3.13201], [5.57674, 2.38013, -2.17648], [1.31638, 2.89798, -1.02763], [-0.24957, 2.33030, -0.41198], [-1.41151, 3.46651, -2.21670], [0.07088, 3.60278, -3.12814], [-0.62253, 5.69366, 0.25410], [-2.56519, -0.02448, 6.05151], [-3.97461, 0.49552, 5.89214], [-4.59160, -0.52881, 5.13086], [-3.94421, -1.69658, 5.41094], [-4.34839, -2.77429, 5.14407], [-2.77102, -1.44333, 6.04399], [-4.01682, 1.65570, 5.19662], [-1.93946, 0.25846, 5.20873], [-2.08715, 0.29453, 6.97276], [-4.51889, 0.62337, 6.82950]], "mol_weight_g_mol": 709.66, "e_homo_ev": -10.8, "lumo_ev": -0.35, "total_energy_ev": -111368.260, "homo_lumo_gap_ev": 10.43}

Record 6
{"formula": "C22H29HgN3", "method": "ωB97M-V/def2-TZVPD", "symbols": ["C", "C", "H", "H", "H", "H", "H", "H", "C", "C", "C", "C", "H", "H", "H", "H", "N", "C", "C", "N", "C", "C", "C", "H", "H", "C", "H", "H", "Hg", "C", "H", "H", "H", "C", "N", "C", "C", "C", "C", "C", "C", "C", "C", "H", "H", "H", "H", "H", "H", "H", "H", "H", "H", "H", "H"], "xyz": [[-4.83374, 0.00884, 0.36098], [-2.70724, 2.14653, -2.41097], [-4.96779, -0.97615, -0.10971], [-5.73262, 0.64027, 0.18244], [-4.78794, -0.10629, 1.45289], [-1.72272, 1.96023, -2.86053], [-3.49392, 1.81176, -3.14077], [-2.88414, 3.21553, -2.26461], [0.17590, -2.17442, -1.08441], [0.99250, -3.31798, -1.10830], [2.26457, -3.20883, -1.68071], [2.65754, -1.97303, -2.19993], [-0.82577, -2.21269, -0.64524], [0.61306, -4.24064, -0.67946], [2.93549, -4.05732, -1.72182], [3.64186, -1.81117, -2.63787], [0.55441, -0.99564, -1.57079], [1.76544, -0.88114, -2.14553], [2.11597, 0.44963, -2.72059], [1.33356, 1.48604, -2.38424], [1.59518, 2.69384, -2.88221], [3.51173, 1.88948, -4.09305], [2.67868, 2.95377, -3.74395], [0.91524, 3.49835, -2.58525], [2.83181, 3.96976, -4.10317], [3.22259, 0.61917, -3.58811], [3.81352, -0.25525, -3.84223], [4.37003, 2.03569, -4.74641], [-3.19246, 1.00017, -0.61023], [-1.12541, 2.17961, -0.45825], [-0.76759, 2.76027, -1.33382], [-0.19337, 1.68786, -0.14979], [-1.36872, 2.94565, 0.28851], [0.64051, 1.58028, 3.45985], [1.21610, 0.47331, 2.77081], [2.43593, -0.05468, 3.27922], [0.52565, -0.16755, 1.67235], [-0.75271, -0.86708, 2.03598], [-0.72875, -1.57322, 3.28256], [-1.79661, -2.39284, 3.64878], [-2.86098, -2.57695, 2.75166], [-2.76985, -1.96036, 1.44607], [-1.84905, -0.97038, 1.19205], [1.41306, 2.00504, 4.11863], [-0.21904, 1.27300, 4.08257], [0.28727, 2.36060, 2.76618], [2.24329, -0.84537, 4.01860], [3.03119, -0.48979, 2.47484], [2.99352, 0.74360, 3.77432], [0.38502, 0.56548, 0.87322], [1.21224, -0.94530, 1.30351], [0.16840, -1.47985, 3.91673], [-1.74556, -2.93894, 4.61099], [-3.71405, -3.20802, 3.04616], [-3.50128, -2.27290, 0.69204]], "mol_weight_g_mol": 536.09, "e_homo_ev": [-7.1, -7.5], "lumo_ev": [-0.70, -0.29], "total_energy_ev": -31921.732, "homo_lumo_gap_ev": [6.45, 7.21]}